Entry 1:
The following is a quantum chemistry calculation of a 9-piece molecular cluster, C16H52ClN4O12 overall in a non-equilibrium geometry, from OMol25.

XYZ file:
```
85
Properties=species:S:1:pos:R:3:forces:R:3
Cl 18.722715 -19.191286 14.690281 2.6 2.0 2.4
O 20.006348 -18.522374 14.912924 1.4 -1.9 -0.8
O 18.425646 -19.225499 13.309831 -0.5 -0.9 -1.7
O 18.689254 -20.536725 15.289139 -0.2 1.3 -0.7
O 17.907138 -18.228230 15.349069 -3.2 -0.5 0.8
O 16.073614 -18.628373 7.999497 -0.2 0.2 -0.1
H 16.166965 -19.100782 7.172241 0.0 -0.1 -0.2
H 16.617418 -19.116835 8.617485 0.1 -0.1 0.3
O 24.970211 -15.331584 16.054351 0.0 0.2 0.0
H 25.881449 -15.586342 16.199162 0.2 0.0 0.0
H 24.522698 -16.150857 15.842809 -0.3 -0.2 -0.1
O 17.556799 -26.585956 16.319741 -0.2 -0.2 0.0
H 18.317394 -27.144279 16.481012 0.2 -0.1 0.0
H 17.916565 -25.700726 16.263297 0.0 0.3 0.0
O 23.428939 -22.899286 18.352864 0.2 0.0 0.1
H 23.094234 -23.787410 18.228615 -0.1 -0.2 0.0
H 22.725234 -22.331491 18.038766 -0.2 0.2 -0.1
C 22.662641 -25.450319 10.690324 -0.8 -2.1 1.0
C 24.185548 -25.463654 11.016288 -1.4 0.3 -1.4
C 25.021379 -26.351031 10.050195 -0.2 0.5 -0.4
O 24.855512 -27.726681 10.283864 -0.5 -0.4 0.1
C 25.819971 -28.611057 9.695489 0.5 1.2 1.6
N 24.532983 -24.048643 10.846672 1.1 -0.3 0.5
H 22.330462 -25.268253 9.668256 0.6 0.1 -0.2
H 22.058123 -24.803278 11.325932 0.6 0.7 0.1
H 22.192689 -26.379793 11.011789 0.1 -0.7 -0.4
H 24.308864 -25.741087 12.063149 0.3 -0.2 -0.1
H 26.062554 -26.032792 9.997504 0.4 -0.1 0.9
H 24.747572 -26.150239 9.014426 -0.7 0.3 -0.3
H 25.363196 -29.519189 9.302082 0.0 0.4 -0.3
H 26.461133 -28.866014 10.539297 0.2 -0.6 0.0
H 26.507552 -28.057134 9.056359 -0.4 -0.2 -0.8
H 23.734593 -23.625202 11.297643 0.3 0.9 -0.2
H 24.449558 -23.869793 9.856133 -0.1 0.4 -0.2
C 17.693079 -13.050945 20.549526 0.3 0.7 0.1
C 19.090188 -13.478573 20.260732 0.9 -1.5 0.6
C 19.461028 -14.707735 21.096553 0.2 -0.4 0.7
O 20.832852 -15.110134 20.823551 -0.6 -0.2 0.3
C 21.256595 -16.311597 21.458929 -0.1 0.0 1.3
N 19.413420 -13.783178 18.898046 0.7 -0.4 -0.9
H 17.576152 -12.095735 20.037657 -0.6 -0.1 -0.1
H 17.603877 -12.858110 21.618625 -0.3 -0.1 0.1
H 16.987331 -13.814551 20.222522 -0.1 0.2 0.0
H 19.860156 -12.749758 20.513871 -0.4 0.6 0.4
H 18.790266 -15.547168 20.913481 -0.1 -0.2 -0.4
H 19.265013 -14.439206 22.134616 0.7 -0.1 0.5
H 21.130563 -16.231070 22.538618 -0.2 0.3 0.3
H 22.321712 -16.525557 21.370328 0.0 0.6 -0.7
H 20.744279 -17.247026 21.234017 -0.5 0.2 -0.8
H 20.227080 -14.326165 19.149482 1.4 0.3 -1.2
H 18.926423 -14.573682 18.500500 -1.3 0.1 0.0
C 22.565120 -15.412796 10.438764 -0.6 -0.3 -0.3
C 21.623153 -14.169817 10.408741 0.3 -0.5 -0.2
C 20.193216 -14.379850 9.847918 1.0 -0.4 0.0
O 19.450546 -13.196306 9.996115 -0.6 -0.5 0.0
C 18.058374 -13.448124 9.838695 0.0 0.8 0.0
N 21.544063 -13.533750 11.717957 0.4 -0.7 0.3
H 22.352430 -15.995491 9.542479 0.4 -0.2 -0.1
H 22.526107 -16.095910 11.287243 -1.0 0.0 0.2
H 23.623270 -15.156857 10.492855 0.0 0.6 -0.6
H 22.145497 -13.528315 9.699003 -0.2 0.6 0.0
H 19.649473 -15.223741 10.272530 0.1 -0.2 0.7
H 20.311289 -14.668019 8.803347 -0.1 0.2 -0.5
H 17.570709 -14.039386 10.613737 0.6 -0.4 0.4
H 17.834841 -13.938687 8.891347 0.0 0.1 -0.3
H 17.572990 -12.474483 9.906005 0.0 0.0 -0.4
H 22.415885 -13.826887 12.135212 0.8 0.8 0.3
H 21.004332 -14.214659 12.232910 -1.1 0.1 0.5
C 8.783355 -23.534714 8.540012 0.3 -0.4 1.4
C 9.179217 -23.383026 10.040233 -0.2 -0.4 -0.4
C 10.493565 -22.641362 10.336389 -0.1 -0.7 1.5
O 10.730372 -22.779543 11.782937 -0.4 -0.4 -0.6
C 12.094904 -22.912530 12.134367 0.0 0.7 0.6
N 8.049478 -22.774201 10.736084 0.2 0.1 0.5
H 8.901515 -22.550798 8.086083 0.2 -0.3 -0.6
H 7.745750 -23.857479 8.454583 -0.2 0.4 0.3
H 9.300084 -24.395759 8.116108 0.7 0.6 -0.5
H 9.324801 -24.354887 10.511833 -0.2 -0.3 -0.2
H 10.336377 -21.584044 10.123160 0.5 0.2 -0.3
H 11.388397 -23.093557 9.908726 -0.2 0.3 -0.8
H 12.199810 -22.922746 13.219265 -0.5 0.4 0.1
H 12.621974 -22.032273 11.766354 0.5 -0.2 -0.1
H 12.601366 -23.846618 11.891286 -0.3 -0.2 -0.9
H 7.996007 -21.797323 10.485183 -0.2 0.3 -0.4
H 8.323428 -22.718398 11.706612 -0.1 -0.2 0.5
```
Forces are in eV/Å.

As for the charge: -1. The value obtained for the HOMO-LUMO gap is 7.52 eV. Its energy relative to the best compared isomer or geometry (same formula, charge and spin) is 116.7 kcal per mole. Its LUMO energy is 2.1 eV. Its energy is -60477.3916 eV.

Entry 2:
The following is a quantum chemistry calculation of a 7-piece molecular cluster, C16H52N5O6 overall in a non-equilibrium geometry, from OMol25.

XYZ file:
```
79
Properties=species:S:1:pos:R:3:forces:R:3
N 0.092483 -1.070468 -0.355033 1.7 0.4 -1.8
H -0.885277 -0.921938 -0.150053 -1.5 0.4 0.0
H 0.371133 -1.906918 0.137727 0.3 -0.2 1.4
H 0.654823 -0.251088 -0.174763 0.2 0.0 0.7
H 0.313763 -1.286918 -1.316433 -0.6 0.3 -0.8
O 1.491593 0.599572 1.473317 0.4 -0.1 -0.4
H 1.502073 -0.051078 2.175297 -0.1 -0.7 0.6
H 2.360933 0.999032 1.503347 0.3 0.3 0.0
O -0.780847 -1.478648 -2.955753 0.2 -0.1 -0.1
H -1.287887 -2.289988 -2.926013 -0.2 -0.3 -0.1
H -1.356617 -0.851738 -3.393583 -0.1 0.3 -0.1
C 4.284553 -1.052758 -1.208973 0.9 -0.2 -0.7
C 3.489723 0.129462 -1.790603 0.6 -0.6 2.3
C 4.405863 1.012662 -2.715653 -1.4 1.3 1.4
O 3.724473 2.299892 -2.882963 -0.7 -2.6 1.4
C 4.260223 3.402742 -3.533043 0.0 -0.6 -0.7
N 2.187513 -0.358318 -2.248133 1.3 0.6 -1.8
H 4.630723 -1.616008 -2.075573 0.0 -0.7 0.2
H 3.792583 -1.675688 -0.461963 -0.8 -0.1 -0.6
H 5.194403 -0.821618 -0.655033 0.2 0.8 -0.3
H 3.172863 0.606342 -0.863083 0.6 1.4 -0.2
H 4.660293 0.578562 -3.682563 -0.1 -0.2 0.0
H 5.284303 1.119452 -2.079233 0.5 0.3 -0.4
H 5.092593 3.833162 -2.976263 0.0 0.3 -0.1
H 3.386583 4.047592 -3.628053 0.5 0.5 0.1
H 4.545943 3.106272 -4.542283 0.4 0.3 -0.2
H 2.477593 -0.879778 -3.063023 -0.5 -1.2 -0.4
H 1.907663 0.469452 -2.754663 -1.2 0.6 0.0
C -1.096747 -4.218498 2.854097 -0.7 0.9 0.0
C -0.235957 -2.961448 2.680737 1.1 0.2 0.0
C 0.868713 -2.797038 3.751157 0.3 -0.5 -1.0
O 1.714803 -1.607068 3.554817 -1.8 -1.2 0.3
C 3.065183 -1.902718 3.799567 0.8 0.2 0.2
N 0.398733 -3.030838 1.341697 0.6 -0.9 0.6
H -0.639527 -5.188758 2.660097 0.6 0.2 0.2
H -1.858887 -4.122738 2.080747 -0.3 -0.1 0.1
H -1.610747 -4.242738 3.814987 0.0 0.0 0.0
H -0.807967 -2.033598 2.681497 -0.5 -0.2 0.2
H 1.510393 -3.662518 3.585937 0.3 -0.2 0.2
H 0.448723 -2.937388 4.747157 0.1 0.7 0.2
H 3.624963 -0.981008 3.640827 0.1 -0.1 -0.3
H 3.415703 -2.722988 3.173167 0.1 0.1 -0.4
H 3.325093 -2.202608 4.814757 -0.6 0.0 0.4
H 0.224423 -3.930308 0.916647 -0.3 -0.3 0.0
H 1.395823 -3.049408 1.501647 0.4 0.2 -0.1
C -3.755367 -1.327278 1.883457 -2.6 0.3 0.5
C -3.703617 -1.087228 0.368617 0.5 1.1 0.2
C -4.947977 -0.328778 -0.333963 0.3 -1.2 0.8
O -4.644647 0.027422 -1.654883 0.2 0.5 -1.6
C -5.719697 0.687432 -2.415933 0.2 -1.1 1.2
N -2.453107 -0.350628 0.179037 -0.1 -0.2 -0.8
H -2.992937 -1.874218 2.438137 0.6 0.2 -0.8
H -4.658107 -1.870328 2.163237 -0.3 -0.4 -0.3
H -3.975237 -0.392738 2.399587 0.6 0.3 0.0
H -3.631827 -2.075528 -0.085473 0.1 0.1 -0.5
H -5.288477 0.575412 0.170617 0.1 0.0 0.6
H -5.734707 -1.083178 -0.340333 -0.5 0.1 0.2
H -6.528537 -0.002588 -2.656233 0.0 -0.4 0.2
H -5.371087 1.037302 -3.387613 0.5 0.2 0.4
H -6.184177 1.457512 -1.800033 0.3 0.4 -0.1
H -2.465747 0.175102 -0.683253 0.0 0.1 -0.3
H -2.259187 0.350212 0.879977 -0.3 0.2 0.5
C 0.972913 3.955782 0.983777 0.1 1.1 -1.7
C -0.318027 3.331722 0.472337 0.1 -1.4 1.1
C -0.136367 2.603132 -0.896443 -0.1 -0.5 0.8
O -1.289507 1.878092 -1.389183 2.5 -0.4 -0.4
C -2.258797 2.739332 -1.828743 -2.0 1.2 0.8
N -0.687807 2.374922 1.571017 -1.1 -0.3 -1.6
H 1.830863 3.293902 0.865667 -0.2 -0.4 0.7
H 0.769463 4.326562 1.988387 0.6 -0.1 0.0
H 1.287023 4.784652 0.349417 -0.1 0.5 0.1
H -1.124717 4.063212 0.424567 0.2 0.2 -0.2
H 0.653863 1.854622 -0.838493 0.0 -0.2 0.5
H 0.288833 3.297382 -1.621233 -0.5 0.4 -0.3
H -2.644467 3.143532 -0.892803 -0.7 0.8 -0.2
H -3.106197 2.257172 -2.316133 0.3 -0.6 0.0
H -1.957787 3.551652 -2.490283 0.6 0.0 0.0
H 0.034633 1.669142 1.579037 0.0 0.1 0.4
H -0.716227 2.857732 2.457687 0.1 0.0 0.0
```
Forces are in eV/Å.

As for the charge: +1. The value obtained for the HOMO-LUMO gap is 9.30 eV. Its energy relative to the best compared isomer or geometry (same formula, charge and spin) is 0.7 kcal per mole. Its LUMO energy is -1.9 eV. Its energy is -37162.4581 eV.

Which of these has the lowest energy? C16H52ClN4O12

Which value of HOMO-LUMO gap does entry 2 give? 9.30 eV